#A
The following is a quantum chemistry calculation of a cluster of 2 separate species, C11H11N in total, from the Open Molecules 2025 dataset.

Structure (XYZ):
```
23
Properties=species:S:1:pos:R:3:mulliken_charge:R:1
H 4.239 0.264 0.626 0.531
C -2.414 -1.061 -0.447 -0.361
C -1.679 1.004 1.067 -0.299
C 1.086 1.087 -0.250 -0.349
H -1.370 1.840 1.720 0.329
C 2.789 -1.107 0.241 -0.299
C -2.096 1.278 -0.232 -0.181
H -2.693 0.242 -2.109 0.339
C 3.285 0.166 0.424 -0.761
H 0.409 1.878 -0.628 0.324
H 3.425 -2.039 0.389 0.273
C -2.444 0.185 -1.041 -0.208
C -2.016 -1.218 0.858 -0.227
C 0.656 -0.226 -0.411 -0.278
C 2.333 1.237 0.123 -0.261
H 2.668 2.264 -0.017 0.282
C 1.483 -1.249 -0.389 -0.569
H -2.026 -2.171 1.363 0.375
H -2.641 -1.873 -1.054 0.421
H -2.164 2.315 -0.560 0.448
H 1.284 -2.223 -0.790 0.383
H -0.448 -0.400 -0.511 0.589
N -1.666 -0.194 1.627 -0.501
```

## Properties
- SMILES: c1ccccc1.c1ccncc1
- Frontier orbital gap: 9.778 eV
- Total charge: 0
- HOMO: -8.9 eV
- LUMO energy: 0.89 eV

***

#B
The following is a quantum chemistry calculation of a cluster of 2 separate species, C11H11N in total, from the Open Molecules 2025 dataset.

Structure (XYZ):
```
23
Properties=species:S:1:pos:R:3:mulliken_charge:R:1
C -2.607 0.115 0.550 -0.223
H -3.039 1.716 -2.418 0.347
H -1.403 0.953 2.155 0.334
H -2.880 -0.799 1.095 0.363
C -3.066 0.338 -0.745 -0.302
C 2.856 0.063 0.526 -0.353
C 2.301 0.117 -0.753 -0.357
C 2.673 -1.071 1.319 -0.361
N -1.908 2.452 -0.844 -0.574
H 3.110 -1.113 2.325 0.352
H 3.438 0.912 0.908 0.347
C -2.692 1.513 -1.396 -0.185
C -1.792 1.080 1.136 -0.276
H 1.789 -3.042 1.457 0.348
H 2.446 1.008 -1.377 0.352
C 1.562 -0.963 -1.239 -0.334
H -0.834 3.001 0.840 0.358
H 0.796 -2.945 -0.828 0.349
C 1.933 -2.150 0.833 -0.341
C 1.378 -2.096 -0.446 -0.361
H -3.711 -0.391 -1.254 0.337
C -1.474 2.222 0.404 -0.180
H 1.125 -0.920 -2.245 0.358
```

## Properties
- SMILES: c1ccccc1.c1ccncc1
- Frontier orbital gap: 10.310 eV
- Total charge: 0
- HOMO: -9.4 eV
- LUMO energy: 0.92 eV

***

Most stable: #B

***

#A
The following is a quantum chemistry calculation of a cluster of 2 separate species, C7H17NO in total, from the Open Molecules 2025 dataset.

Structure (XYZ):
```
26
Properties=species:S:1:pos:R:3:mulliken_charge:R:1
C -0.695 -2.164 1.241 -1.056
O -2.330 -3.546 -0.659 -0.181
H 0.529 1.761 -1.696 0.345
H 2.056 0.143 1.192 0.299
H 0.367 -2.483 -0.627 0.357
H 0.283 -2.368 1.649 0.299
C 0.631 1.669 0.510 1.229
H -1.346 -1.385 -2.684 0.243
C 1.722 0.616 0.274 -1.505
H -0.707 2.739 -0.851 0.366
C -1.695 -2.567 -1.128 0.569
H 2.536 1.157 -0.205 0.469
H 0.748 2.260 2.586 0.393
H -0.276 1.164 0.860 0.014
H 2.129 2.863 1.598 0.345
H 1.407 -0.101 -0.486 0.366
C 1.067 2.632 1.614 -1.583
H 0.530 3.584 1.531 0.420
C 0.322 2.379 -0.814 -1.555
C -0.558 -1.994 -0.297 0.260
H -0.481 -0.969 -0.666 -0.213
H -2.750 -2.403 -2.876 0.273
N -1.984 -2.072 -2.301 -0.279
H -1.382 -2.969 1.487 0.413
H -1.049 -1.221 1.647 0.271
H 0.926 3.276 -0.902 0.440
```

## Properties
- Frontier orbital gap (alpha / beta): 9.999 / 5.182 eV
- Total charge: +1
- HOMO (alpha / beta): -14.1 / -14.1 eV
- Spin multiplicity: 2
- LUMO energy (alpha / beta): -4.13 / -8.95 eV

***

#B
The following is a quantum chemistry calculation of a cluster of 2 separate species, C7H17NO in total, from the Open Molecules 2025 dataset.

Structure (XYZ):
```
26
Properties=species:S:1:pos:R:3:mulliken_charge:R:1
H -2.582 0.526 0.269 -0.015
H 3.517 1.033 0.201 0.417
C 1.509 0.355 -0.244 0.386
H 0.893 -0.883 1.367 0.606
O -1.826 -0.093 2.453 -0.516
H -1.566 -2.484 -0.645 0.323
H -1.783 -0.404 3.303 0.247
H 3.371 -0.592 0.424 0.572
C 0.447 -0.058 0.782 -0.834
C -0.753 -0.646 0.002 0.770
H -0.153 -2.738 0.337 0.362
C -1.818 0.253 -0.632 -0.084
H -1.324 1.143 -2.366 0.245
H 0.105 0.759 1.610 0.320
H 1.628 -1.435 -1.436 0.301
C -0.816 -1.993 -0.068 -1.270
C -1.376 1.506 -1.340 -0.983
H -2.450 -0.414 -1.347 0.347
H 1.441 -0.032 -2.462 0.272
H -2.652 0.367 2.166 0.270
C 2.861 0.276 0.473 -1.851
N 1.742 -0.449 -1.640 -0.226
H -0.497 1.837 -0.828 0.115
H 1.338 1.425 -0.675 0.298
H -1.981 2.353 -1.146 0.398
H 2.724 0.385 1.441 0.528
```

## Properties
- Frontier orbital gap (alpha / beta): 11.266 / 4.879 eV
- Total charge: +1
- HOMO (alpha / beta): -14.0 / -13.0 eV
- Spin multiplicity: 2
- LUMO energy (alpha / beta): -2.77 / -8.12 eV

***

#C
The following is a quantum chemistry calculation of a cluster of 2 separate species, C7H17NO in total, from the Open Molecules 2025 dataset.

Structure (XYZ):
```
26
Properties=species:S:1:pos:R:3:mulliken_charge:R:1
H -2.403 -0.766 -2.093 0.352
C -1.621 -0.067 -1.813 -0.880
O -1.627 -2.240 -0.151 -0.392
C 3.848 -0.367 -0.221 -0.929
H 4.730 1.510 0.361 0.304
N -1.478 0.000 -0.402 0.247
H -0.620 -0.127 -2.287 0.407
C -0.982 -1.217 1.834 -1.122
H -0.689 3.311 0.195 0.373
H 4.836 -0.639 -0.613 0.333
C -0.746 2.422 -0.501 -1.302
H -1.645 -0.551 2.376 0.339
H 3.656 0.686 1.573 0.219
H 0.074 1.156 0.727 0.288
H 0.079 -0.998 2.087 0.338
C -0.979 1.159 0.397 -0.250
H -2.079 0.753 -2.399 0.361
H -1.786 1.350 1.116 0.350
C -1.226 -1.224 0.359 0.782
C 3.794 0.982 0.522 -0.567
H -1.034 -2.218 2.237 0.343
H -1.451 2.416 -1.280 0.436
H 3.727 -1.231 0.434 0.288
H 2.895 1.587 0.311 0.092
H 3.222 -0.341 -1.079 0.262
H 0.306 2.389 -0.788 0.324
```

## Properties
- Frontier orbital gap (alpha / beta): 10.660 / 6.122 eV
- Total charge: +1
- HOMO (alpha / beta): -14.4 / -14.4 eV
- Spin multiplicity: 2
- LUMO energy (alpha / beta): -3.73 / -8.26 eV

***

Most stable: #A

***

#A
The following is a quantum chemistry calculation of a cluster of 2 separate species, C7H17NOS in total, from the Open Molecules 2025 dataset.

Structure (XYZ):
```
27
Properties=species:S:1:pos:R:3:mulliken_charge:R:1
N -0.498 0.371 -0.903 -0.616
H 0.151 2.258 0.937 0.473
H 0.150 -2.078 -0.537 0.436
S -1.808 0.395 0.293 0.488
H 0.967 0.489 -2.489 0.448
H 1.980 1.683 -1.894 0.427
C -3.651 -1.256 -0.737 -0.792
C 0.943 2.009 0.329 -1.565
H 1.840 1.968 0.978 0.343
H 1.075 2.756 -0.476 0.336
H 2.525 0.073 -1.790 0.344
H 1.835 -2.164 -0.766 0.355
H -4.013 -0.319 -0.988 0.281
C 1.443 -0.441 0.446 -1.124
C 0.887 0.674 -0.369 1.723
H 1.012 -0.337 1.433 0.488
H -4.153 -2.115 -0.947 0.369
H -2.076 -2.033 0.364 0.478
O -2.676 1.373 -0.340 -0.593
H 2.510 -0.399 0.306 0.498
C -2.513 -1.180 -0.057 -0.306
C 1.093 -1.911 -0.099 -1.387
H -2.405 3.396 1.001 -0.014
H -1.792 2.993 0.760 -0.059
C 1.680 0.701 -1.734 -1.718
H -0.495 -0.566 -1.218 0.414
H 1.294 -2.640 0.780 0.271
```

## Properties
- Frontier orbital gap: 9.831 eV
- Total charge: 0
- HOMO: -9.0 eV
- LUMO energy: 0.81 eV

***

#B
The following is a quantum chemistry calculation of the molecule C7H17NOS, from the Open Molecules 2025 dataset.

Structure (XYZ):
```
27
Properties=species:S:1:pos:R:3:mulliken_charge:R:1
H 1.199 -3.132 -1.106 0.285
H -2.964 2.171 -0.661 0.389
C -2.244 -0.770 -1.190 -1.290
C -1.701 0.422 -0.292 0.283
H -1.066 2.409 -0.465 0.253
C -1.979 1.732 -0.901 -1.095
H 2.060 -1.687 -1.516 0.308
H 2.916 -0.082 0.773 0.300
C 0.954 0.785 1.249 0.469
H -0.281 -0.125 2.857 0.313
C 2.382 0.872 0.885 -1.621
C 0.665 -0.297 2.315 -1.402
C 1.097 -2.028 -1.244 -0.902
H -2.394 -1.610 -0.578 0.401
H -3.146 -0.458 -1.737 0.385
H -1.402 -0.894 -1.828 0.295
N 0.417 -1.387 -0.201 -0.454
H 0.773 -1.325 1.915 0.364
H -1.860 1.608 -2.004 0.303
S 0.153 0.139 -0.254 0.750
H 1.407 -0.309 3.135 0.410
H 2.703 1.635 0.239 0.382
O 0.773 0.991 -1.277 -0.726
H -2.093 0.266 0.728 0.354
H 0.417 -1.890 -2.098 0.261
H 0.466 1.785 1.450 0.422
H 2.747 1.179 1.807 0.562
```

## Properties
- SMILES: CN=S(=O)(C(C)C)C(C)C
- Frontier orbital gap: 8.956 eV
- Total charge: 0
- HOMO: -8.2 eV
- LUMO energy: 0.74 eV

***

Most stable: #B

***

#A
The following is a quantum chemistry calculation of the molecule HN2O3P, from the Open Molecules 2025 dataset.

Structure (XYZ):
```
7
Properties=species:S:1:pos:R:3:mulliken_charge:R:1
O 0.432 0.240 2.095 -0.146
N 0.524 -0.699 1.399 0.166
N -0.233 0.732 -0.725 0.709
P -0.842 -0.995 -0.291 0.152
H 0.150 -1.689 -0.987 0.104
O 0.629 0.869 -1.576 -0.523
O -0.661 1.542 0.086 -0.461
```

## Properties
- SMILES: O=NP[N+](=O)[O-]
- Frontier orbital gap (alpha / beta): 7.920 / 7.919 eV
- Total charge: 0
- HOMO (alpha / beta): -9.3 / -9.3 eV
- LUMO energy (alpha / beta): -1.35 / -1.35 eV

***

#B
The following is a quantum chemistry calculation of a cluster of 2 separate species, HN2O3P in total, from the Open Molecules 2025 dataset.

Structure (XYZ):
```
7
Properties=species:S:1:pos:R:3:mulliken_charge:R:1
O 0.067 -1.688 -0.093 -0.637
N 0.071 1.471 0.983 0.394
P -0.376 -0.070 -2.185 0.124
N -0.046 -1.042 -1.131 0.502
H 0.125 -0.564 1.142 0.419
O 0.342 0.322 1.469 -0.366
O -0.183 1.571 -0.186 -0.436
```

## Properties
- SMILES: [O-][N+]#P.O=NO
- Frontier orbital gap: 9.447 eV
- Total charge: 0
- HOMO: -9.9 eV
- LUMO energy: -0.44 eV

***

Most stable: #B